# 1
Formula: C4H4O2
Source: OMol25
Level of theory: ωB97M-V/def2-TZVPD

Computed properties:
Orbital gap: 9.97 eV
Energy: -305.0964 hartree
Largest force on an atom: 0.49 eV/Å
HOMO energy: -10.084 eV
LUMO energy: -0.004 hartree

```
! wB97M-V def2-TZVPD RIJCOSX def2/J DEFGRID3
* xyz 0 1
O -1.66743 -0.14430 1.31332
C -1.14934 0.20716 0.10448
C -0.54352 -0.88993 -0.76021
C 0.41544 -0.07800 -0.34635
C 1.83572 0.02014 0.01762
O 2.29426 0.78422 0.83130
H -1.55449 -1.10337 1.40412
H -0.09980 0.95551 0.30786
H -1.70328 1.00398 -0.39026
H 2.44865 -0.70774 -0.54492
*
```

Mulliken population analysis, charges in e, atoms 1 to 5: number 1, O, carries -0.462; number 2, C, carries 0.161; number 3, C, carries -0.903; number 4, C, carries 0.529; number 5, C, carries 0.006

---

# 2
Formula: C4H4O2
Source: OMol25
Level of theory: ωB97M-V/def2-TZVPD

Computed properties:
Orbital gap: 10.18 eV
Energy: -305.2277 hartree
Largest force on an atom: 1.34 eV/Å
HOMO energy: -9.629 eV
LUMO energy: 0.020 hartree

```
! wB97M-V def2-TZVPD RIJCOSX def2/J DEFGRID3
* xyz 0 1
O -2.03554 -1.16796 1.43162
C -1.69159 -0.25525 0.79376
O -1.46903 0.70431 0.17797
C 0.58271 1.23087 -0.89682
C 1.13054 0.11174 -0.49954
C 1.06476 -1.02429 0.14501
H 0.08831 -1.17804 0.61627
H 0.00135 1.28609 -1.81277
H 0.55517 2.11532 -0.26610
H 1.77331 -1.82278 0.31059
*
```

natural (NBO) population analysis, charges in e, atoms 1 to 5: number 1, O, carries -0.513; number 2, C, carries 1.015; number 3, O, carries -0.512; number 4, C, carries -0.418; number 5, C, carries 0.072

---

# 3
Formula: C4H4O2
Source: OMol25
Level of theory: ωB97M-V/def2-TZVPD

Computed properties:
Orbital gap: 9.40 eV
Energy: -305.2455 hartree
Largest force on an atom: 1.86 eV/Å
HOMO energy: -9.986 eV
LUMO energy: -0.021 hartree

```
! wB97M-V def2-TZVPD RIJCOSX def2/J DEFGRID3
* xyz 0 1
C -0.04586 -1.20002 0.67542
C 0.08219 -0.04741 -0.01047
C 0.65841 1.14683 0.66990
C -0.53821 0.06000 -1.39511
H -0.49583 -2.06942 0.18816
H 0.34548 -1.38993 1.69122
H 0.61819 2.06000 0.08186
H -1.14242 -0.81444 -1.68306
O 0.90391 1.21133 1.84561
O -0.38585 1.04306 -2.06353
*
```

natural (NBO) population analysis, charges in e, atoms 1 to 5: number 1, C, carries -0.227; number 2, C, carries -0.272; number 3, C, carries 0.403; number 4, C, carries 0.419; number 5, H, carries 0.196

---

# 4
Formula: C4H4O2
Source: OMol25
Level of theory: ωB97M-V/def2-TZVPD

Computed properties:
Orbital gap (alpha / beta): 7.33 / 7.92 eV
Energy: -305.0690 hartree
Largest force on an atom: 0.66 eV/Å
HOMO energy (alpha / beta): -8.943 / -9.128 eV
LUMO energy (alpha / beta): -0.059 / -0.045 hartree

```
! wB97M-V def2-TZVPD RIJCOSX def2/J DEFGRID3
* xyz 0 1
O 0.51278 -1.60069 -1.57127
C 0.05295 -0.95231 -0.62776
C 0.45690 -0.68278 0.75372
C 0.02727 0.69037 0.80269
O 0.72163 1.50050 -0.32578
C -0.37452 0.78515 -0.60549
H 1.11727 -1.23006 1.42194
H -1.05519 -1.08225 -0.31503
H -0.26039 1.33316 1.62489
H -1.19870 1.23891 -1.15790
*
```

natural (NBO) population analysis, charges in e, atoms 1 to 5: number 1, O, carries -0.565; number 2, C, carries 0.124; number 3, C, carries -0.099; number 4, C, carries -0.089; number 5, O, carries -0.425

---

# 5
Formula: C4H4O2
Source: OMol25
Level of theory: ωB97M-V/def2-TZVPD

Computed properties:
Orbital gap (alpha / beta): 7.97 / 7.88 eV
Energy: -305.1490 hartree
Largest force on an atom: 4.16 eV/Å
HOMO energy (alpha / beta): -8.242 / -8.261 eV
LUMO energy (alpha / beta): -0.010 / -0.014 hartree

```
! wB97M-V def2-TZVPD RIJCOSX def2/J DEFGRID3
* xyz 0 1
C -0.72333 -0.45604 0.40183
C -1.51155 0.55749 -0.10185
C 0.86150 0.05103 -0.80386
C 0.76503 -0.02303 0.65624
O -1.01708 -1.63206 0.30959
O -2.26991 1.44723 0.03047
H 0.97136 -0.77558 -1.43207
H 0.75823 0.92200 -1.28456
H 0.92883 0.89099 1.29002
H 1.23694 -0.98203 0.93420
*
```

natural (NBO) population analysis, charges in e, atoms 1 to 5: number 1, C, carries 0.271; number 2, C, carries 0.632; number 3, C, carries -0.300; number 4, C, carries -0.492; number 5, O, carries -0.606

---

# 6
Formula: C4H4O2S
Source: OMol25
Level of theory: ωB97M-V/def2-TZVPD

Computed properties:
Orbital gap: 8.79 eV
Energy: -703.3604 hartree
Largest force on an atom: 4.11 eV/Å
HOMO energy: -9.310 eV
LUMO energy: -0.019 hartree

```
! wB97M-V def2-TZVPD RIJCOSX def2/J DEFGRID3
* xyz 0 1
C 0.92297 0.79433 -0.55308
C -0.51733 0.69770 -0.54335
C 1.60362 0.00530 0.30399
C -0.91859 -0.31042 0.24388
O 0.72343 -2.45658 0.60015
O -2.44477 -0.49123 0.37857
S 0.42535 -1.13572 1.15382
H 1.49644 1.48783 -1.12402
H -1.23935 1.08973 -1.32989
H 2.63185 -0.15319 0.41898
H -2.68362 0.47225 0.45095
*
```

natural (NBO) population analysis, charges in e, atoms 1 to 5: number 1, C, carries -0.194; number 2, C, carries -0.317; number 3, C, carries -0.389; number 4, C, carries 0.086; number 5, O, carries -0.933

---

# 7
Formula: C4H4O2S
Source: OMol25
Level of theory: ωB97M-V/def2-TZVPD

Computed properties:
Orbital gap (alpha / beta): 7.15 / 8.04 eV
Energy: -703.2904 hartree
Largest force on an atom: 3.66 eV/Å
HOMO energy (alpha / beta): -7.941 / -8.511 eV
LUMO energy (alpha / beta): -0.029 / -0.017 hartree

```
! wB97M-V def2-TZVPD RIJCOSX def2/J DEFGRID3
* xyz 0 1
C 2.10703 -1.38940 -0.36385
C 1.28479 -0.69768 0.19282
C -0.40838 1.03802 -0.31024
C 0.19397 0.04205 0.62765
O -1.84456 1.24643 -0.31541
O -1.68807 -1.15000 -0.18531
S -2.65566 -0.09720 0.11481
H 3.10446 -1.78586 -0.25999
H -0.07845 1.98225 0.10922
H -0.11289 0.88730 -1.27629
H 0.09777 -0.07590 1.66660
*
```

natural (NBO) population analysis, charges in e, atoms 1 to 5: number 1, C, carries -0.211; number 2, C, carries -0.067; number 3, C, carries -0.113; number 4, C, carries -0.193; number 5, O, carries -0.685

---

# 8
Formula: C4H4O2S
Source: OMol25
Level of theory: ωB97M-V/def2-TZVPD

Computed properties:
Orbital gap: 7.79 eV
Energy: -703.2792 hartree
Largest force on an atom: 5.37 eV/Å
HOMO energy: -9.327 eV
LUMO energy: -0.057 hartree

```
! wB97M-V def2-TZVPD RIJCOSX def2/J DEFGRID3
* xyz 0 1
C 3.26360 -0.69074 -0.31342
C 2.41216 0.36249 0.15170
C -0.04380 0.35307 0.08435
C -1.14075 -0.71154 0.29069
H 4.33217 -0.41933 0.00458
H 3.18147 -1.86646 -0.67991
H 2.62839 1.53362 1.06666
H -0.88298 -1.76586 0.94428
O 1.13430 -0.23764 0.07794
O -0.22851 1.55865 -0.16970
S -2.71579 -0.24561 -0.11759
*
```

natural (NBO) population analysis, charges in e, atoms 1 to 5: number 1, C, carries -0.466; number 2, C, carries 0.084; number 3, C, carries 0.703; number 4, C, carries -0.392; number 5, H, carries 0.198

---

# 9
Formula: C4H4O2Yb
Source: OMol25
Level of theory: ωB97M-V/def2-TZVPD

Computed properties:
Orbital gap (alpha / beta): 8.56 / 3.75 eV
Energy: -1462.5141 hartree
Largest force on an atom: 4.47 eV/Å
HOMO energy (alpha / beta): -23.096 / -21.840 eV
LUMO energy (alpha / beta): -0.534 / -0.665 hartree

```
! wB97M-V def2-TZVPD RIJCOSX def2/J DEFGRID3
* xyz 3 2
H 0.58091 -0.61619 0.66508
O 2.34550 0.36225 -2.92750
C 1.39601 -0.11206 -2.47326
C 0.20170 -0.53120 -2.05982
C -0.40565 -0.59737 0.19683
C -1.19012 -1.68177 0.00289
H -0.30597 -1.26889 -2.68092
H -2.16291 -1.56732 -0.48085
H -0.85862 -2.60344 0.48112
O -0.43042 0.28139 -0.87704
Yb -2.06394 1.89739 -1.13966
*
```

natural (NBO) population analysis, charges in e, atoms 1 to 5: number 1, H, carries 0.279; number 2, O, carries -0.146; number 3, C, carries 0.714; number 4, C, carries -0.175; number 5, C, carries 0.232

---

# 10
Formula: C4H4O3
Source: OMol25
Level of theory: ωB97M-V/def2-TZVPD

Computed properties:
Orbital gap: 9.49 eV
Energy: -380.3607 hartree
Largest force on an atom: 0.66 eV/Å
HOMO energy: -9.062 eV
LUMO energy: 0.016 hartree

```
! wB97M-V def2-TZVPD RIJCOSX def2/J DEFGRID3
* xyz 0 1
O 1.30720 -0.09950 0.40434
C 0.95693 -0.31669 1.65888
C 0.11314 0.04578 -0.33074
C -0.50112 1.35672 -0.45660
O 0.16265 0.71368 -1.54957
C -0.62621 -1.26815 -0.39546
O -0.24810 -2.25940 0.16885
H 1.90602 -0.61126 2.14725
H -1.58112 1.46696 -0.52563
H 0.04870 2.20136 -0.04634
H -1.50355 -1.24661 -1.06449
*
```

natural (NBO) population analysis, charges in e, atoms 1 to 5: number 1, O, carries -0.459; number 2, C, carries 0.099; number 3, C, carries 0.349; number 4, C, carries -0.104; number 5, O, carries -0.449